Formula: C72H189N15O21
Source: the Open Molecules 2025 dataset
Level of theory: ωB97M-V/def2-TZVPD

```
297
Properties=species:S:1:pos:R:3:forces:R:3
C 23.418 -12.771 21.979 -1.0 0.0 -0.6
C 24.795 -12.949 21.316 0.0 1.7 0.5
C 24.653 -13.597 19.937 -1.0 -0.5 2.0
O 25.902 -13.675 19.353 0.2 0.7 0.2
C 25.994 -14.610 18.343 1.1 -1.0 -0.7
N 25.508 -11.648 21.258 0.5 0.1 -1.1
H 23.375 -12.031 22.789 0.5 -0.2 -0.2
H 23.027 -13.720 22.369 0.2 0.1 0.0
H 22.627 -12.442 21.253 0.8 -0.1 0.3
H 25.433 -13.474 22.013 0.0 -1.0 -0.1
H 23.928 -12.975 19.374 0.2 -0.4 -0.2
H 24.246 -14.615 20.160 0.0 0.5 -0.7
H 27.047 -14.606 18.077 0.2 -0.4 0.0
H 25.515 -14.337 17.384 -0.6 -0.2 0.6
H 25.759 -15.618 18.756 -0.3 0.5 -0.7
H 26.429 -11.796 20.787 -0.8 -0.1 0.7
H 25.059 -11.044 20.563 -0.1 0.0 0.3
C 25.484 -5.280 26.101 -0.2 -0.1 0.2
C 24.973 -5.490 24.665 -1.1 1.6 -0.2
C 23.463 -5.812 24.626 0.9 1.7 0.4
O 23.260 -7.049 25.155 -0.5 -2.2 0.1
C 23.079 -8.087 24.208 -1.9 -0.5 1.0
N 25.294 -4.326 23.751 0.4 0.7 2.4
H 25.175 -4.344 26.626 0.0 -0.3 -0.9
H 26.569 -5.282 26.023 0.2 0.0 0.4
H 25.139 -6.073 26.800 0.4 0.1 -0.7
H 25.398 -6.371 24.205 0.6 -0.1 0.0
H 23.098 -5.665 23.612 -0.2 -0.4 -0.5
H 22.868 -5.144 25.245 0.1 0.6 0.1
H 23.937 -8.386 23.677 1.4 0.1 -0.8
H 22.272 -7.829 23.495 0.3 -0.1 0.2
H 22.769 -8.990 24.769 0.0 0.5 -0.2
H 25.266 -3.399 24.277 0.3 -1.6 -0.6
H 24.511 -4.251 23.150 -0.7 0.1 -1.1
C 27.551 -11.961 16.799 0.2 0.0 -1.6
C 27.223 -10.846 17.740 -0.3 0.0 1.1
C 27.506 -9.502 17.144 0.6 0.7 -0.4
O 28.897 -9.483 16.778 -0.6 0.3 -1.4
C 29.276 -8.345 15.966 0.4 0.4 2.3
N 25.824 -10.833 18.221 -0.4 -0.8 -0.5
H 27.620 -12.922 17.311 0.1 0.2 -0.2
H 28.505 -11.694 16.305 -0.2 -0.5 0.3
H 26.808 -12.018 15.961 0.3 -0.1 0.8
H 27.910 -10.936 18.610 -0.5 0.0 -0.2
H 27.236 -8.721 17.880 0.4 0.0 -0.1
H 26.881 -9.320 16.261 0.0 -0.1 -0.1
H 30.353 -8.431 15.706 -0.8 -0.1 0.3
H 29.110 -7.533 16.694 0.6 0.5 -0.6
H 28.707 -8.047 15.088 -0.5 -0.9 -0.3
H 25.225 -10.903 17.383 0.3 0.4 0.1
H 25.630 -11.761 18.620 0.5 0.5 0.1
C 23.926 -4.919 12.146 0.9 -1.2 1.7
C 23.743 -5.134 13.696 0.8 0.1 -1.0
C 25.041 -4.766 14.436 1.1 1.4 -0.5
O 24.944 -4.888 15.838 -3.1 0.9 -1.8
C 26.003 -5.283 16.567 1.2 -0.9 1.4
N 22.599 -4.363 14.195 0.8 -0.4 -0.1
H 24.715 -5.631 11.805 -0.3 0.8 0.1
H 24.222 -3.893 12.016 0.2 0.4 -0.5
H 23.051 -5.142 11.561 -0.5 0.0 0.0
H 23.607 -6.186 13.893 -0.5 -0.5 0.0
H 25.329 -3.719 14.145 -0.5 -0.3 0.4
H 25.935 -5.291 14.113 -0.1 -0.8 -0.4
H 25.591 -5.442 17.549 0.1 0.0 0.7
H 26.779 -4.509 16.682 0.2 -0.4 -0.3
H 26.348 -6.288 16.274 0.6 0.3 -0.3
H 22.687 -4.485 15.198 -0.5 0.4 0.3
H 22.841 -3.394 13.996 -0.3 0.1 0.2
C 16.844 -8.529 18.770 0.4 -0.1 0.4
C 17.021 -7.691 20.056 -0.2 -0.1 -0.8
C 15.647 -7.392 20.715 2.4 0.3 0.7
O 15.927 -6.777 22.006 -1.3 -0.4 -1.2
C 14.703 -6.305 22.591 0.8 0.5 -0.6
N 18.024 -8.330 20.941 -1.3 1.0 0.7
H 16.503 -9.533 19.015 0.3 -0.4 0.1
H 17.754 -8.564 18.143 -0.2 -0.1 0.6
H 16.075 -8.175 18.111 -0.6 0.7 -0.2
H 17.395 -6.727 19.722 0.3 0.2 0.2
H 15.146 -8.333 20.836 -0.8 -0.5 0.3
H 15.119 -6.716 20.057 -0.5 0.2 0.0
H 13.986 -7.118 22.714 -0.1 0.1 -0.1
H 14.290 -5.446 22.000 0.1 -0.8 0.4
H 14.999 -5.930 23.557 -0.1 0.1 0.4
H 17.603 -9.219 21.218 0.4 -0.1 0.1
H 18.005 -7.744 21.812 0.2 -0.8 -0.9
C 23.763 -8.658 15.485 0.2 1.9 -0.4
C 23.104 -9.885 15.941 -1.1 -1.8 -0.4
C 21.628 -9.838 15.533 -0.4 0.2 1.0
O 20.955 -11.069 15.781 0.7 0.2 -0.7
C 19.582 -10.870 15.602 -0.9 -0.2 1.2
N 23.764 -11.104 15.473 -0.2 -0.2 -0.6
H 23.064 -7.820 15.689 0.6 -0.1 0.1
H 23.910 -8.608 14.401 -0.1 -0.4 0.0
H 24.738 -8.469 15.939 -0.1 0.0 0.2
H 23.134 -10.000 17.006 -0.1 0.4 0.9
H 21.435 -9.521 14.514 0.4 0.0 -0.6
H 21.152 -9.064 16.160 0.0 0.0 0.0
H 19.231 -10.304 16.487 -0.4 -0.6 0.0
H 19.065 -11.844 15.460 0.4 0.7 0.4
H 19.289 -10.203 14.806 0.4 0.1 -0.9
H 23.718 -11.065 14.458 0.4 -0.1 -0.2
H 23.124 -11.872 15.678 0.2 0.0 0.2
C 30.549 -1.819 19.523 0.8 -0.1 0.6
C 31.656 -1.566 20.529 0.3 -0.2 0.2
C 31.147 -0.753 21.748 -0.3 0.7 -0.6
O 30.296 0.355 21.422 -0.5 -0.9 0.5
C 30.937 1.361 20.729 0.1 0.7 -0.9
N 32.399 -2.834 20.919 0.0 2.4 -0.7
H 30.979 -2.498 18.795 -0.4 -0.1 -0.4
H 30.234 -0.884 19.103 -0.1 0.4 -0.5
H 29.672 -2.218 20.010 -0.2 -0.5 0.1
H 32.462 -0.962 20.046 -0.6 -0.4 0.2
H 32.011 -0.295 22.234 0.2 -0.5 0.6
H 30.497 -1.332 22.403 0.5 -0.4 0.2
H 31.246 0.963 19.756 -0.1 0.5 -0.3
H 31.866 1.678 21.216 0.0 0.2 0.3
H 30.237 2.227 20.617 0.6 -0.8 0.0
H 33.167 -2.399 21.435 0.0 -1.2 0.3
H 31.866 -3.482 21.476 -0.2 0.2 0.6
C 18.447 -7.198 12.980 0.0 -1.1 -0.8
C 19.495 -6.205 13.423 -0.6 0.0 -0.5
C 19.544 -6.033 14.935 -0.9 0.1 0.6
O 18.387 -5.263 15.332 -0.1 -0.2 -1.1
C 18.392 -4.765 16.632 1.6 0.4 1.4
N 20.782 -6.664 12.998 2.5 0.5 -0.3
H 17.474 -6.994 13.341 -1.1 0.7 0.4
H 18.636 -8.197 13.390 0.5 0.1 -0.1
H 18.360 -7.322 11.870 0.3 0.3 0.8
H 19.283 -5.238 12.979 -0.4 0.4 0.0
H 20.495 -5.601 15.292 -0.4 0.2 -0.3
H 19.471 -7.034 15.378 0.0 -0.1 0.2
H 19.116 -3.873 16.716 -1.0 -1.0 0.0
H 18.818 -5.572 17.291 -0.5 0.8 0.0
H 17.385 -4.441 17.022 0.9 -0.5 -0.8
H 21.404 -5.840 13.085 -0.2 -0.8 0.2
H 20.903 -6.939 12.017 -0.8 0.0 0.4
C 31.653 -6.649 21.299 -1.5 0.5 0.0
C 32.113 -6.686 19.854 0.2 0.3 -0.1
C 31.471 -7.816 19.060 0.3 -0.3 0.4
O 31.750 -9.056 19.690 0.0 0.3 -0.3
C 31.101 -10.080 18.969 -0.2 -0.8 2.4
N 31.729 -5.445 19.219 -0.6 0.5 -1.7
H 30.570 -6.326 21.266 0.9 -0.3 0.1
H 32.158 -5.856 21.873 0.1 -0.5 -0.1
H 31.647 -7.618 21.810 0.5 0.3 -0.1
H 33.191 -6.742 19.755 0.5 -0.7 0.5
H 31.865 -7.875 18.034 0.0 0.3 0.0
H 30.384 -7.657 18.991 0.0 0.0 0.1
H 31.478 -10.188 17.991 0.2 0.2 -1.5
H 30.024 -9.884 19.010 0.1 -0.3 -0.4
H 31.334 -11.035 19.487 -0.3 0.5 -0.1
H 32.122 -5.412 18.261 -0.3 0.2 1.0
H 31.949 -4.583 19.709 0.4 -0.4 0.0
C 29.878 -4.362 24.349 -0.3 0.2 1.0
O 30.765 -5.421 24.700 -0.2 0.6 0.3
C 30.135 -6.722 24.819 -1.4 1.6 1.8
C 30.987 -7.677 25.681 0.0 2.0 -0.7
N 30.811 -7.536 27.121 1.8 1.4 -0.6
C 30.974 -6.162 27.583 -0.9 0.4 0.3
C 30.657 -6.107 29.083 0.8 -0.3 -0.5
O 29.383 -6.620 29.389 0.2 -0.8 0.2
C 28.251 -5.867 29.085 -0.7 0.4 0.6
H 29.528 -4.380 23.297 0.1 -0.2 0.4
H 30.353 -3.389 24.567 0.4 -0.5 -0.5
H 28.990 -4.274 25.035 0.4 -0.7 -0.6
H 29.962 -6.972 23.807 -0.4 -1.2 -0.9
H 29.128 -6.556 25.365 1.2 -0.3 -0.9
H 32.000 -7.421 25.320 0.1 -0.4 0.8
H 30.779 -8.673 25.403 -0.3 -1.2 -0.3
H 29.914 -7.813 27.409 -1.3 -0.9 0.1
H 30.329 -5.432 27.045 0.2 -0.3 0.2
H 31.989 -5.842 27.411 0.5 0.2 0.0
H 30.764 -5.098 29.497 0.1 0.1 -0.1
H 31.406 -6.777 29.551 -0.6 0.3 0.1
H 28.036 -5.738 28.024 0.2 -0.2 -0.3
H 28.264 -4.860 29.539 0.2 -0.1 0.0
H 27.417 -6.413 29.556 0.2 0.2 -0.3
C 24.516 3.045 24.948 -1.6 -1.2 1.1
O 24.607 1.873 24.131 0.1 1.5 -0.7
C 24.111 2.136 22.801 0.1 -0.2 0.1
C 24.542 1.003 21.878 0.9 -0.3 0.0
N 26.031 0.738 21.965 -0.9 0.4 0.9
C 26.400 -0.558 21.409 0.1 0.8 0.2
C 26.090 -1.733 22.322 -1.1 0.6 -0.2
O 26.576 -1.443 23.610 1.3 -1.0 0.7
C 28.001 -1.660 23.776 -0.8 0.7 0.2
H 23.444 3.289 25.246 0.9 -0.3 -0.7
H 24.933 3.926 24.501 0.5 0.4 -0.4
H 24.985 2.794 25.907 0.2 0.2 -0.4
H 24.402 3.103 22.347 0.5 -0.2 0.7
H 23.026 2.195 22.895 -0.3 -0.2 -0.3
H 24.245 1.242 20.821 0.5 0.0 0.8
H 23.964 0.112 22.130 -0.1 -0.2 0.2
H 26.361 0.705 22.956 -0.9 0.4 -1.0
H 27.452 -0.483 21.145 0.4 -0.3 0.2
H 25.900 -0.612 20.478 -0.7 -0.5 -1.1
H 26.401 -2.685 21.894 0.5 -0.2 0.2
H 24.995 -1.837 22.473 0.4 0.2 -0.2
H 28.513 -0.706 23.667 0.1 0.2 -0.1
H 28.399 -2.322 23.006 -0.1 -0.3 0.2
H 28.189 -2.011 24.810 -0.2 -0.1 -0.7
C 19.811 -11.762 21.054 -0.2 -0.8 1.2
O 18.466 -11.382 21.285 0.0 -0.2 -0.9
C 17.587 -12.456 20.958 0.5 0.5 0.0
C 16.382 -12.320 21.787 -2.1 0.1 1.4
N 16.591 -12.357 23.253 -0.6 -0.7 -0.5
C 16.671 -11.059 23.877 0.2 0.7 -0.5
C 16.892 -11.198 25.340 0.3 -1.1 -0.1
O 15.722 -11.869 25.785 0.0 0.4 1.1
C 15.635 -11.823 27.194 -0.5 0.2 0.3
H 20.040 -12.498 21.846 0.4 0.2 -0.3
H 20.474 -10.920 21.129 0.1 0.5 0.2
H 19.984 -12.249 20.103 -0.2 -0.1 -0.5
H 18.062 -13.403 21.210 0.2 -0.2 -0.2
H 17.264 -12.419 19.896 0.5 -0.1 0.3
H 15.692 -13.135 21.538 0.1 0.0 -0.1
H 15.829 -11.406 21.514 0.2 0.1 0.0
H 15.853 -12.911 23.723 0.7 0.6 -0.6
H 15.763 -10.397 23.749 0.6 -0.6 -0.1
H 17.533 -10.529 23.474 0.0 0.1 -0.3
H 17.015 -10.177 25.735 -0.1 -0.4 0.5
H 17.782 -11.876 25.563 -0.8 1.1 -0.2
H 14.758 -12.390 27.541 0.2 0.1 -0.4
H 15.507 -10.770 27.539 0.2 -0.6 -0.1
H 16.518 -12.277 27.654 0.1 0.2 0.1
C 26.633 -1.252 17.801 -0.3 0.1 -0.7
O 25.224 -1.164 17.852 -0.5 0.1 -0.4
C 24.624 -2.270 18.500 0.9 0.0 0.9
C 23.171 -2.012 18.924 1.1 0.5 -1.3
N 22.603 -3.265 19.327 0.0 0.1 0.4
C 22.233 -4.116 18.230 0.1 -0.2 -0.3
C 21.594 -5.379 18.794 0.4 -0.2 -1.8
O 20.564 -4.962 19.615 -0.3 0.5 -0.2
C 20.078 -5.868 20.546 -1.7 -0.6 0.6
H 27.050 -2.125 17.237 -0.6 0.3 0.5
H 26.980 -1.250 18.824 0.7 -0.1 0.2
H 26.950 -0.349 17.267 0.1 -0.1 0.3
H 25.225 -2.456 19.431 -0.5 -0.4 -0.7
H 24.682 -3.127 17.807 0.0 0.1 0.5
H 22.695 -1.532 18.050 -0.3 -0.2 0.0
H 23.121 -1.284 19.722 0.1 0.1 0.4
H 21.760 -3.107 19.845 -0.3 0.1 0.5
H 23.119 -4.317 17.629 0.1 -0.5 0.0
H 21.560 -3.594 17.534 -0.4 -0.1 0.0
H 22.345 -5.997 19.288 0.0 0.0 0.5
H 21.207 -5.979 17.935 0.1 0.1 0.4
H 19.297 -5.279 21.096 0.7 -0.8 -0.1
H 20.859 -6.223 21.206 0.3 0.0 0.4
H 19.585 -6.806 20.158 0.5 1.1 -0.1
C 21.017 -8.987 19.383 1.7 -0.1 0.0
O 22.065 -8.607 20.283 0.0 0.5 0.0
C 23.368 -8.796 19.721 -1.0 0.6 0.0
C 24.453 -8.401 20.722 0.2 1.7 -1.8
N 24.470 -7.007 21.237 -0.8 -1.0 1.3
C 25.002 -5.830 20.553 0.8 -1.9 0.3
C 26.525 -5.808 20.684 0.2 -1.0 0.3
O 27.068 -4.751 19.923 -0.1 -0.3 0.5
C 28.463 -4.801 19.841 1.2 0.6 0.0
H 20.068 -9.032 19.889 -0.2 0.1 0.3
H 21.347 -9.937 18.995 -0.5 -0.9 -0.3
H 20.987 -8.326 18.523 -0.2 0.5 -0.2
H 23.460 -8.352 18.714 -0.1 0.7 0.3
H 23.482 -9.836 19.479 0.2 -1.1 0.1
H 25.371 -8.558 20.137 0.1 -0.1 0.4
H 24.427 -9.144 21.490 0.1 -0.1 0.9
H 23.638 -6.796 21.794 0.5 -0.2 -0.6
H 24.567 -4.987 21.017 -0.5 1.1 0.2
H 24.724 -5.877 19.517 0.0 0.5 -0.9
H 26.875 -6.802 20.324 0.1 0.4 -0.3
H 26.898 -5.823 21.738 -0.6 0.6 -0.4
H 28.855 -5.750 19.485 -0.2 -0.4 -0.4
H 29.051 -4.660 20.803 -1.0 0.3 -0.6
H 28.757 -4.021 19.113 0.0 -0.4 0.5
C 28.795 -9.209 21.819 -1.2 -0.6 -0.6
O 28.507 -8.871 23.154 0.5 0.2 -0.8
C 27.095 -8.742 23.302 0.5 -0.9 0.2
C 26.912 -8.448 24.756 -1.2 0.6 -0.1
N 27.363 -9.515 25.640 -0.7 0.5 -1.2
C 27.245 -9.089 26.989 -0.9 -1.5 1.8
C 28.015 -10.036 27.984 0.2 0.6 -1.2
O 29.391 -9.866 27.685 -0.7 -0.9 -1.0
C 30.309 -10.358 28.626 1.6 0.2 -0.9
H 28.075 -8.702 21.145 0.6 0.3 0.0
H 28.563 -10.263 21.644 0.1 -0.4 0.1
H 29.820 -9.067 21.513 0.3 0.5 0.3
H 26.635 -9.730 22.998 0.0 1.1 0.2
H 26.743 -7.885 22.697 -0.2 -0.5 0.1
H 25.832 -8.209 24.886 0.4 -0.8 0.4
H 27.325 -7.422 24.934 0.4 -0.7 0.2
H 28.241 -9.936 25.372 0.2 0.5 0.1
H 26.142 -9.170 27.288 1.2 0.4 -0.3
H 27.553 -8.030 27.092 0.1 -0.3 0.4
H 27.769 -11.126 27.876 -0.3 0.9 0.0
H 27.828 -9.695 28.994 -0.2 0.0 0.5
H 31.284 -10.604 28.079 -1.3 0.5 0.7
H 30.049 -11.244 29.203 -0.6 -0.1 -0.1
H 30.440 -9.492 29.244 0.8 0.1 1.1
```
Forces are in eV/Å.

electronic energy	-143062.8485	eV
net charge	0
largest force on an atom	0.071	hartree/bohr
energy above the lowest of the compared OMol25 structures with the same formula, charge and spin	0.0	kcal/mol
LUMO energy	0.54	eV
Kohn-Sham gap	8.63	eV